This record from the Open Molecules 2025 dataset describes a structure of composition C91H105F4N16O29S4 at a distorted geometry. The level of theory is ωB97M-V with the def2-TZVPD basis set.

The geometry in XYZ format:
```
249
Properties=species:S:1:pos:R:3:mulliken_charge:R:1
C -0.298 -4.788 4.380 -0.95
N 0.890 -5.651 4.299 0.48
C 1.031 -6.688 5.172 -0.73
C 2.056 -7.538 5.017 -0.34
C 2.996 -7.198 4.089 1.17
C 2.948 -6.058 3.302 -0.28
C 1.765 -5.304 3.330 -1.35
C 4.250 -8.089 3.839 0.30
C 4.072 -9.450 3.716 -0.64
C 5.158 -10.272 3.611 -0.31
N 6.399 -9.748 3.724 0.07
C 6.601 -8.421 3.785 -0.13
C 5.559 -7.526 3.787 -0.79
C 7.594 -10.562 3.662 -0.93
H -1.140 -5.302 4.818 0.55
H -0.567 -4.388 3.405 0.27
H 0.033 -3.931 4.997 0.08
H 0.300 -6.716 5.968 0.60
H 2.186 -8.395 5.698 0.57
H 3.723 -5.870 2.575 0.61
H 1.508 -4.419 2.746 0.65
H 3.057 -9.794 3.515 0.49
H 5.091 -11.332 3.404 0.45
H 7.624 -8.030 3.795 0.36
H 5.775 -6.472 3.860 0.53
H 7.698 -11.081 4.594 0.34
H 8.441 -9.921 3.440 0.32
H 7.514 -11.214 2.822 0.41
C -9.499 6.612 -5.923 -0.97
N -8.359 6.238 -5.059 0.08
C -7.123 6.250 -5.600 -0.24
C -6.046 5.924 -4.870 -0.59
C -6.233 5.503 -3.529 0.48
C -7.546 5.394 -3.026 -0.76
C -8.596 5.828 -3.793 -0.41
C -5.146 5.150 -2.652 1.35
C -4.089 6.067 -2.486 -0.82
C -3.019 5.671 -1.749 -0.14
N -3.062 4.558 -1.036 0.47
C -4.110 3.677 -1.129 -0.15
C -5.175 3.972 -1.955 -1.23
C -2.017 4.205 -0.063 -0.63
H -10.318 5.942 -5.671 0.40
H -9.244 6.468 -6.995 0.34
H -9.746 7.676 -5.733 0.33
H -7.052 6.532 -6.647 0.40
H -5.051 5.802 -5.317 0.34
H -7.749 5.081 -2.004 0.50
H -9.554 5.997 -3.337 0.48
H -4.077 6.972 -3.052 0.63
H -2.101 6.264 -1.805 0.41
H -4.063 2.740 -0.560 0.59
H -6.066 3.334 -1.919 0.58
H -1.182 3.684 -0.568 0.13
H -2.431 3.494 0.661 0.08
H -1.634 5.052 0.489 0.45
C 1.441 0.428 4.603 1.49
N 0.916 0.547 3.219 1.87
C 0.311 -0.528 2.682 -0.39
C -0.009 -0.532 1.361 -0.42
C 0.284 0.606 0.608 1.41
C 0.785 1.753 1.226 -0.52
C 1.198 1.683 2.549 -0.12
C -0.041 0.632 -0.825 1.36
C 0.355 1.685 -1.648 -1.30
C 0.000 1.625 -2.962 -0.57
N -0.831 0.662 -3.461 1.43
C -1.230 -0.339 -2.717 -1.67
C -0.804 -0.412 -1.389 -0.69
C -1.224 0.714 -4.885 -1.60
H 0.788 -0.293 5.082 -1.04
H 1.492 1.381 5.140 -0.48
H 2.465 0.045 4.541 -0.19
H 0.117 -1.344 3.360 0.27
H -0.383 -1.481 0.958 -0.39
H 0.870 2.657 0.654 -0.20
H 1.613 2.458 3.178 -0.36
H 1.051 2.473 -1.273 0.42
H 0.335 2.310 -3.693 0.67
H -1.835 -1.055 -3.191 1.29
H -1.089 -1.317 -0.877 0.18
H -0.967 1.693 -5.314 -0.09
H -2.294 0.615 -5.039 0.51
H -0.662 -0.044 -5.406 0.64
C -0.963 -0.474 7.322 -0.65
N -1.082 0.954 7.594 0.16
C -2.066 1.699 7.147 -0.29
C -2.106 3.103 7.300 -0.70
C -1.060 3.722 7.906 1.08
C -0.005 2.932 8.424 -0.55
C -0.002 1.590 8.235 -0.67
C -0.912 5.122 7.872 0.53
C 0.308 5.679 7.376 -0.18
C 0.385 6.975 7.133 -0.78
N -0.663 7.780 7.435 0.08
C -1.799 7.335 8.007 -0.15
C -1.953 5.971 8.234 -0.78
C -0.585 9.208 7.104 -0.89
H -0.128 -0.719 6.687 0.02
H -1.847 -0.781 6.821 0.35
H -0.857 -1.005 8.266 0.37
H -2.781 1.157 6.562 0.66
H -2.824 3.622 6.671 0.36
H 0.713 3.395 9.077 0.59
H 0.745 0.942 8.679 0.48
H 1.144 5.095 7.036 0.21
H 1.258 7.530 6.694 0.57
H -2.546 8.102 8.299 0.39
H -2.835 5.572 8.714 0.57
H 0.231 9.712 7.644 0.34
H -1.535 9.717 7.298 0.28
H -0.368 9.275 6.045 0.40
C 3.148 -0.134 -12.750 -0.98
N 2.403 0.420 -11.562 0.05
C 1.101 0.475 -11.594 -0.30
C 0.425 1.206 -10.614 -0.87
C 1.147 1.855 -9.608 0.89
C 2.575 1.682 -9.561 -0.41
C 3.133 0.980 -10.557 -0.50
C 0.512 2.726 -8.635 1.57
C -0.845 2.584 -8.299 -0.56
C -1.442 3.356 -7.307 -0.79
N -0.608 4.275 -6.667 0.33
C 0.680 4.408 -6.939 -0.11
C 1.279 3.663 -7.899 -0.89
C -1.292 5.142 -5.679 -0.45
H 2.748 0.256 -13.662 0.41
H 3.104 -1.199 -12.654 0.35
H 4.166 0.223 -12.662 0.33
H 0.619 0.055 -12.486 0.44
H -0.631 1.331 -10.836 0.45
H 3.170 1.998 -8.693 0.25
H 4.176 0.783 -10.567 0.48
H -1.425 1.765 -8.770 0.33
H -2.489 3.292 -6.983 0.34
H 1.203 5.140 -6.380 0.52
H 2.313 3.903 -8.055 0.53
H -0.624 5.774 -5.112 0.41
H -1.933 4.512 -5.031 -0.25
H -1.951 5.732 -6.325 0.39
C 3.901 -1.739 -4.539 -0.48
N 3.772 -1.200 -3.147 0.43
C 2.916 -1.737 -2.251 -0.86
C 2.926 -1.280 -0.922 -0.39
C 3.696 -0.188 -0.572 1.23
C 4.570 0.353 -1.536 -0.93
C 4.541 -0.131 -2.814 -0.87
C 3.952 0.212 0.814 1.21
C 4.481 1.444 1.131 -0.60
C 5.054 1.617 2.374 -1.35
N 4.960 0.650 3.302 0.50
C 4.239 -0.462 3.078 -1.14
C 3.702 -0.690 1.858 -0.09
C 5.880 0.721 4.433 -0.82
H 4.899 -2.003 -4.805 0.35
H 3.620 -0.898 -5.175 0.15
H 3.233 -2.590 -4.605 0.11
H 2.270 -2.502 -2.625 0.59
H 2.266 -1.792 -0.254 0.39
H 5.321 1.134 -1.312 0.66
H 5.187 0.202 -3.587 0.48
H 4.366 2.166 0.363 0.67
H 5.510 2.509 2.741 0.54
H 4.179 -1.227 3.870 0.82
H 3.051 -1.558 1.731 0.31
H 6.907 0.601 4.026 0.32
H 5.622 -0.113 5.077 0.32
H 5.682 1.632 5.000 0.37
C -3.448 -3.035 -2.900 -0.69
N -3.198 -3.975 -1.788 0.21
C -2.406 -5.043 -2.063 -0.73
C -2.242 -5.993 -1.087 -0.71
C -2.900 -5.873 0.112 1.58
C -3.634 -4.678 0.366 -1.27
C -3.732 -3.695 -0.592 -0.04
C -2.988 -7.074 0.987 0.28
C -4.270 -7.417 1.402 -0.89
C -4.503 -8.733 1.836 -0.59
N -3.491 -9.639 1.786 0.03
C -2.214 -9.263 1.450 -0.21
C -1.971 -7.978 1.114 -0.38
C -3.756 -11.002 2.306 -0.90
H -2.808 -3.323 -3.738 0.29
H -3.239 -2.067 -2.475 0.02
H -4.504 -3.115 -3.129 0.39
H -1.931 -5.164 -3.007 0.86
H -1.578 -6.837 -1.290 0.42
H -4.128 -4.422 1.301 0.66
H -3.991 -2.643 -0.461 0.48
H -5.102 -6.749 1.354 0.58
H -5.431 -9.133 2.198 0.52
H -1.500 -10.083 1.452 0.44
H -0.948 -7.622 0.992 0.61
H -4.457 -11.543 1.684 0.34
H -4.050 -10.852 3.331 0.42
H -2.783 -11.575 2.304 0.28
N 2.392 3.457 5.405 -0.25
S 3.425 3.144 6.546 1.07
O 3.091 3.766 7.814 -0.73
O 4.760 3.060 6.076 -0.71
F 2.964 1.718 6.779 -0.11
S 2.847 4.534 4.305 1.15
O 3.128 3.864 3.093 -0.22
O 3.647 5.611 4.763 -0.78
F 1.417 5.269 4.096 -0.28
N 1.856 5.025 -1.148 -0.18
S 1.138 5.287 -2.552 0.83
O 1.222 6.550 -3.175 -0.55
O -0.108 4.529 -2.648 -0.32
F 2.173 4.061 -3.406 -0.45
S 1.486 5.849 0.129 1.07
O 0.391 6.711 -0.075 -0.60
O 2.690 6.134 0.803 -0.60
F 0.844 4.631 0.955 -0.25
O 3.625 2.016 -6.590 -0.67
C 2.531 1.495 -5.691 0.50
O 2.836 1.281 -4.518 -0.28
O 1.497 1.359 -6.375 -0.48
H 4.211 1.958 -5.852 0.29
O -3.324 1.101 0.559 -0.18
C -3.545 -0.303 0.287 0.77
O -3.808 -0.522 -0.873 -0.75
O -3.333 -1.070 1.246 -0.78
H -2.969 1.287 1.482 -0.02
O 1.440 -5.016 -1.176 -0.28
C 0.987 -5.029 0.148 0.25
O 1.106 -4.005 0.735 -0.51
O 0.671 -6.183 0.659 -0.87
H 1.380 -5.951 -1.364 0.29
O -2.440 0.477 4.024 -0.47
C -2.167 1.761 3.769 0.71
O -2.278 2.197 2.571 -1.09
O -1.747 2.515 4.650 -0.43
H -2.789 0.066 3.186 0.26
O -4.437 1.620 -4.091 -0.63
C -3.839 2.949 -4.496 -0.14
O -2.753 3.174 -3.882 0.24
O -4.469 3.661 -5.282 -0.68
H -4.194 1.479 -3.197 0.28
O 3.341 -2.235 6.366 -0.63
C 2.125 -2.484 5.579 1.02
O 1.084 -2.534 6.280 -0.88
O 2.449 -2.665 4.404 -0.40
H 2.997 -2.176 7.263 0.31
O 1.439 -4.002 -4.242 -0.53
C 0.024 -3.730 -4.110 0.22
O -0.732 -4.734 -4.313 -0.89
O -0.259 -2.655 -3.569 -0.08
H 1.318 -4.872 -4.645 0.33
```

Properties
Charge   +5
Maximum force   5.18 eV Å⁻¹
E_LUMO   -9.3 eV
Orbital gap   0.20521 Eh